{
  "formula": "C7H13N",
  "method": "ωB97M-V with the def2-TZVPD basis set",
  "symbols": ["C", "C", "N", "C", "C", "C", "C", "C", "H", "H", "H", "H", "H", "H", "H", "H", "H", "H", "H", "H", "H"],
  "xyz": [[1.628, -0.182, 1.522], [0.433, 0.744, 1.264], [-2.525, 0.782, 1.937], [-1.957, 0.170, 0.771], [-0.673, 0.131, 0.440], [-0.227, -0.554, -0.803], [0.346, -0.002, -1.858], [0.857, -0.728, -3.066], [1.919, -0.108, 2.573], [2.534, 0.121, 0.999], [1.446, -1.219, 1.240], [0.738, 1.640, 0.706], [0.064, 1.136, 2.207], [-1.997, 1.571, 2.283], [-2.636, 0.059, 2.637], [-2.721, -0.187, 0.086], [-0.528, -1.602, -0.832], [0.404, 1.084, -1.969], [0.690, -1.803, -2.945], [1.922, -0.571, -3.226], [0.284, -0.480, -3.965]],
  "forces_ev_per_a": [[0.49, 0.28, 0.24], [-0.08, 0.36, -0.44], [0.01, -0.29, -0.42], [-0.37, 0.53, 0.13], [0.38, 0.18, -0.05], [-0.90, -0.28, 0.14], [0.17, 0.60, -0.74], [-0.77, -0.91, 0.11], [-0.18, -0.36, 0.01], [-0.11, 0.08, -0.34], [-0.13, 0.03, 0.22], [0.25, -0.13, 0.07], [-0.21, -0.13, 0.14], [0.09, -0.29, 0.15], [-0.12, 0.37, 0.32], [0.16, -0.37, -0.01], [0.57, -0.10, -0.11], [0.27, -0.09, 0.56], [0.21, 0.00, 0.10], [0.00, 0.17, -0.10], [0.28, 0.36, 0.01]],
  "mulliken_charge": [-1.13, -0.39, -0.62, -0.32, 0.02, -0.66, 0.24, -1.21, 0.34, 0.27, 0.34, 0.33, 0.29, 0.29, 0.25, 0.39, 0.30, 0.34, 0.31, 0.30, 0.31],
  "charge": 0,
  "multiplicity": 1,
  "molar_mass_g_mol": 111.2,
  "total_energy_ev": -8958.525,
  "e_above_lowest_kj_mol": 135.8,
  "homo_lumo_gap_ev": 9.51,
  "homo_energy_ev": -8.456,
  "smiles": "C/C=C/C(=C/N)CC"
}